{
  "formula": "C3H9N2O4S2",
  "method": "ωB97M-V with the def2-TZVPD basis set",
  "orbital_gap_ev": [6.8753, 6.8748],
  "spin_multiplicity": 1,
  "lumo_energy_ev": [3.37, 3.37],
  "homo_energy_ev": [-3.509, -3.508],
  "total_charge": -1,
  "species": ["C", "C", "C", "N", "N", "O", "O", "O", "O", "S", "S", "H", "H", "H", "H", "H", "H", "H", "H", "H"],
  "coordinates": [[1.9091, -0.9414, 0.8368], [2.9931, 0.0695, 0.6544], [-2.5791, -0.7841, -1.3919], [-1.1524, 0.8031, 1.0009], [-2.2430, 0.1153, 1.3769], [-0.4945, -1.8865, -0.0257], [0.6202, -0.1689, -1.3925], [-3.9267, 1.2163, -0.1532], [-4.3351, -1.0166, 0.5399], [0.3507, -0.7305, -0.0208], [-3.3722, -0.0742, 0.0943], [1.6222, -1.2152, 1.7841], [2.8722, 1.0644, 1.1221], [3.9163, -0.2929, 1.0108], [2.9684, 0.3781, -0.3815], [-2.0794, -1.6453, -0.8768], [-3.2880, -1.1015, -2.0950], [-1.8539, -0.1377, -1.7410], [-0.6695, 0.9280, 1.8577], [-2.2371, -0.7484, 1.8392]],
  "mulliken_charge": [-0.652, -0.904, -0.885, -0.715, -0.049, -0.634, -0.702, -0.669, -0.666, 1.047, 1.121, 0.302, 0.232, 0.332, 0.286, 0.308, 0.411, 0.318, 0.234, 0.285]
}

{
  "formula": "C3H9N2S",
  "method": "ωB97M-V with the def2-TZVPD basis set",
  "orbital_gap_ev": 8.2340,
  "spin_multiplicity": 1,
  "lumo_energy_ev": -4.14,
  "homo_energy_ev": -12.375,
  "total_charge": 1,
  "species": ["C", "C", "C", "N", "N", "S", "H", "H", "H", "H", "H", "H", "H", "H", "H"],
  "coordinates": [[1.3479, -0.0117, -0.0136], [1.0824, 1.4462, 0.1942], [-1.0485, -0.0544, -0.1578], [-2.1094, -0.7716, 0.1535], [0.2130, -0.7938, 0.3926], [-0.7609, 1.6021, 0.1758], [1.5207, -0.1203, -1.0732], [2.3529, -0.4007, 0.3702], [1.3577, 1.9990, 1.1719], [1.4214, 2.0826, -0.7011], [-0.7154, -0.3941, -2.0965], [-2.9386, -0.3267, -0.2747], [-2.1144, -1.7717, 0.3074], [0.2210, -1.6842, 0.0601], [0.1703, -0.8009, 1.4912]],
  "mulliken_charge": [-0.671, -0.414, -0.139, -0.355, -0.139, -0.056, 0.361, 0.345, 0.368, 0.338, 0.108, 0.283, 0.210, 0.369, 0.392]
}

{
  "formula": "C3H9N3",
  "method": "ωB97M-V with the def2-TZVPD basis set",
  "orbital_gap_ev": 9.1802,
  "spin_multiplicity": 1,
  "lumo_energy_ev": 0.92,
  "smiles": "[H]/N=C(/N)NCC",
  "homo_energy_ev": -8.264,
  "species": ["H", "N", "C", "N", "N", "C", "C", "H", "H", "H", "H", "H", "H", "H", "H"],
  "coordinates": [[-1.2194, 2.1041, 0.1336], [-1.0993, 1.3722, -0.6489], [0.0862, 0.8567, -0.5475], [0.9045, 0.4395, -1.5877], [0.5109, 0.4040, 0.7906], [0.5266, -1.0746, 1.0274], [-0.8563, -1.6658, 0.7885], [1.6758, -0.1374, -1.2848], [0.9148, 1.1473, -2.2927], [-0.1087, 0.8376, 1.5192], [0.6409, -1.2337, 2.2175], [1.3800, -1.5777, 0.4519], [-0.8921, -2.7886, 0.6431], [-1.3205, -1.1677, -0.1278], [-1.8224, -1.3911, 1.2517]],
  "mulliken_charge": [0.233, -0.684, 0.360, -0.372, -0.460, -0.373, -0.957, 0.209, 0.294, 0.322, 0.243, 0.252, 0.304, 0.300, 0.328]
}

{
  "formula": "C3H9N3",
  "method": "ωB97M-V with the def2-TZVPD basis set",
  "orbital_gap_ev": 10.3923,
  "spin_multiplicity": 1,
  "lumo_energy_ev": 0.92,
  "smiles": "[H]/N=C/N.C=NC",
  "homo_energy_ev": -9.468,
  "species": ["H", "N", "C", "N", "H", "H", "H", "C", "N", "C", "H", "H", "H", "H", "H"],
  "coordinates": [[0.8282, 2.2992, -1.1448], [1.3453, 1.7517, -1.8490], [1.4384, 0.5338, -1.4122], [2.2225, -0.4149, -2.0672], [0.7985, 0.1238, -0.5859], [1.6910, -1.2880, -2.2407], [2.5932, -0.0169, -2.9067], [-0.4235, -0.3167, 2.4064], [-0.7402, -0.8909, 1.3115], [-2.0649, -0.4833, 0.7962], [0.5411, -0.5626, 2.9093], [-1.1229, 0.3720, 2.8882], [-1.9024, 0.4259, 0.1834], [-2.8109, -0.2698, 1.5836], [-2.3934, -1.2633, 0.1278]],
  "mulliken_charge": [0.242, -0.662, 0.300, -0.509, 0.101, 0.238, 0.286, -0.213, -0.409, -0.752, 0.256, 0.245, 0.263, 0.349, 0.266]
}

{
  "formula": "C3H9N3",
  "method": "ωB97M-V with the def2-TZVPD basis set",
  "orbital_gap_ev": 9.7899,
  "spin_multiplicity": 1,
  "lumo_energy_ev": 0.88,
  "smiles": "[H]/N=C(\\N)NCC",
  "homo_energy_ev": -8.908,
  "species": ["H", "N", "C", "N", "N", "C", "C", "H", "H", "H", "H", "H", "H", "H", "H"],
  "coordinates": [[1.3289, 0.6230, -3.0399], [0.4566, 0.5074, -2.5433], [0.6442, 0.2893, -1.3109], [1.9136, 0.3998, -0.6493], [-0.3484, -0.2167, -0.5066], [-0.3297, -0.0597, 0.9251], [-1.4972, -0.8107, 1.5254], [1.7715, 0.9679, 0.1782], [2.4866, 0.9774, -1.2521], [-1.2555, -0.0194, -0.9065], [-0.3122, 0.9808, 1.2904], [0.6045, -0.4614, 1.3313], [-1.4520, -1.0572, 2.5808], [-1.5519, -1.7848, 1.0558], [-2.4590, -0.3358, 1.3216]],
  "mulliken_charge": [0.217, -0.694, 0.469, -0.600, -0.183, -0.376, -1.337, 0.231, 0.279, 0.252, 0.281, 0.374, 0.380, 0.376, 0.330]
}

{
  "formula": "C3H9N3",
  "method": "ωB97M-V with the def2-TZVPD basis set",
  "orbital_gap_ev": 8.5411,
  "spin_multiplicity": 1,
  "lumo_energy_ev": 1.06,
  "homo_energy_ev": -7.479,
  "species": ["C", "C", "C", "N", "N", "N", "H", "H", "H", "H", "H", "H", "H", "H", "H"],
  "coordinates": [[-0.1629, -1.2413, 0.3176], [-0.6393, 0.2185, 0.3122], [-1.7369, 0.6520, -0.5995], [0.9005, -1.0482, -0.6470], [1.0356, 0.3850, -0.5952], [2.0473, 0.7990, 0.2355], [0.1755, -1.5510, 1.3187], [-0.9086, -1.9599, -0.0295], [-0.5759, 0.7409, 1.2604], [-1.8617, 1.7324, -0.5507], [-2.6861, 0.1917, -0.3172], [-1.4989, 0.3736, -1.6230], [1.7775, -1.5410, -0.4909], [2.0289, 0.4408, 1.1943], [2.1051, 1.8075, 0.2146]],
  "mulliken_charge": [-0.480, 0.144, -1.288, -0.410, -0.106, -0.534, 0.235, 0.296, 0.377, 0.332, 0.322, 0.345, 0.290, 0.200, 0.277]
}

{
  "formula": "C3H9N3",
  "method": "ωB97M-V with the def2-TZVPD basis set",
  "orbital_gap_ev": [8.1369, 3.6928],
  "spin_multiplicity": 2,
  "lumo_energy_ev": [-4.43, -8.88],
  "homo_energy_ev": [-12.570, -12.568],
  "total_charge": 1,
  "s_squared": 0.760,
  "species": ["C", "C", "N", "H", "H", "H", "H", "H", "N", "C", "N", "H", "H", "H", "H"],
  "coordinates": [[-0.6686, 1.4991, -1.9002], [-1.1631, 2.4757, 0.1499], [-0.3797, 2.4382, -0.8329], [-1.2517, 1.9308, -2.7140], [-1.2349, 0.6460, -1.5100], [0.2463, 1.1454, -2.3733], [-0.8948, 3.0195, 1.0536], [-2.1614, 2.0249, 0.1394], [0.5660, -1.4478, 1.8178], [0.8748, -1.8427, 0.6186], [0.8485, -3.0694, 0.1885], [0.5982, -0.4628, 2.0454], [0.1808, -2.0981, 2.4973], [1.2266, -1.0445, -0.0442], [1.3784, -3.3689, -0.6288]],
  "mulliken_charge": [-0.778, -0.335, -0.357, 0.315, 0.291, 0.266, 0.312, 0.295, -0.222, 0.266, -0.312, 0.289, 0.298, 0.334, 0.338]
}

{
  "formula": "C3H9N3O",
  "method": "ωB97M-V with the def2-TZVPD basis set",
  "orbital_gap_ev": 9.9624,
  "spin_multiplicity": 1,
  "lumo_energy_ev": 0.86,
  "smiles": "NCNC(=O)CN",
  "homo_energy_ev": -9.102,
  "species": ["N", "C", "N", "C", "O", "C", "N", "H", "H", "H", "H", "H", "H", "H", "H", "H"],
  "coordinates": [[-2.8700, -0.7811, 0.0009], [-1.7731, 0.1961, -0.0951], [-0.4603, -0.4458, -0.2515], [0.5881, 0.3998, -0.3677], [0.5303, 1.5091, -0.8749], [1.9663, -0.2179, -0.0837], [2.4691, 0.3913, 1.1501], [-3.0872, -1.1696, -0.9131], [-3.6967, -0.2065, 0.1798], [-1.9708, 1.0154, -0.7658], [-1.7599, 0.6943, 0.8720], [-0.4080, -1.4168, -0.5083], [1.8325, -1.3063, -0.0698], [2.6030, 0.1395, -0.9152], [3.2410, -0.1466, 1.5220], [2.7958, 1.3451, 1.1202]],
  "mulliken_charge": [-0.664, -0.413, -0.202, 0.387, -0.601, -0.237, -0.621, 0.241, 0.261, 0.350, 0.263, 0.266, 0.327, 0.221, 0.202, 0.219]
}

{
  "formula": "C3H9N3O",
  "method": "ωB97M-V with the def2-TZVPD basis set",
  "orbital_gap_ev": [7.3263, 7.3311],
  "spin_multiplicity": 1,
  "lumo_energy_ev": [0.12, 0.12],
  "smiles": "N=C=C(N)N.CO",
  "homo_energy_ev": [-7.207, -7.206],
  "species": ["N", "C", "C", "N", "N", "H", "H", "H", "H", "H", "C", "O", "H", "H", "H", "H"],
  "coordinates": [[-0.6890, 1.5818, 1.0097], [0.2552, 0.9477, 0.5728], [1.0763, 0.5630, -0.4457], [1.9734, -0.5265, -0.1839], [1.6822, 1.5489, -1.2777], [-1.1987, 1.3547, 1.8622], [1.4466, -1.2981, 0.2162], [2.3585, -0.8512, -1.0643], [2.6096, 1.8079, -0.9583], [1.1216, 2.3838, -1.3790], [-2.0571, -1.4149, 0.4597], [-0.8245, -1.3384, -0.1869], [-1.9354, -1.9778, 1.3968], [-2.8520, -1.9346, -0.0869], [-2.4660, -0.4380, 0.7543], [-0.5007, -0.4084, -0.6889]],
  "mulliken_charge": [-0.506, 0.298, -0.045, -0.567, -0.572, 0.296, 0.312, 0.236, 0.239, 0.244, -0.622, -0.536, 0.256, 0.262, 0.238, 0.466]
}

{
  "formula": "C3H9N3O",
  "method": "ωB97M-V with the def2-TZVPD basis set",
  "orbital_gap_ev": 10.2094,
  "spin_multiplicity": 1,
  "lumo_energy_ev": 0.85,
  "smiles": "NCNCC(N)=O",
  "homo_energy_ev": -9.360,
  "species": ["N", "C", "N", "C", "C", "N", "O", "H", "H", "H", "H", "H", "H", "H", "H", "H"],
  "coordinates": [[-1.3321, -2.1016, -0.2386], [-0.2782, -1.4500, -0.9574], [-0.2061, 0.0055, -0.6702], [1.0190, 0.3374, 0.0943], [0.8859, 1.6977, 0.7946], [-0.3980, 1.9081, 1.3231], [1.8320, 2.3899, 1.0642], [-2.0209, -1.4924, 0.1611], [-0.9599, -2.7849, 0.3912], [-0.4320, -1.5220, -2.0445], [0.6905, -1.9193, -0.8163], [-0.1829, 0.4903, -1.5611], [1.8907, 0.4116, -0.5601], [1.0608, -0.3984, 0.8960], [-0.4854, 2.9125, 1.4328], [-1.0834, 1.5156, 0.6908]],
  "mulliken_charge": [-0.511, -0.555, -0.348, -0.276, 0.202, -0.476, -0.574, 0.235, 0.233, 0.277, 0.368, 0.199, 0.319, 0.327, 0.271, 0.310]
}

{
  "formula": "C3H9N3O2",
  "method": "ωB97M-V with the def2-TZVPD basis set",
  "orbital_gap_ev": [8.8461, 5.2510],
  "spin_multiplicity": 1,
  "lumo_energy_ev": [-0.24, -1.60],
  "homo_energy_ev": [-9.082, -6.847],
  "species": ["C", "O", "H", "H", "H", "H", "C", "C", "N", "N", "N", "O", "H", "H", "H", "H", "H"],
  "coordinates": [[-2.5085, 1.3549, 0.0774], [-1.8187, 0.1683, 0.1414], [-0.2720, -0.2319, 0.8724], [-2.3879, 1.9791, 0.9845], [-2.2394, 1.9882, -0.7887], [-3.5977, 1.1641, 0.0031], [1.2450, 0.6860, -0.5894], [0.4477, -1.0804, 0.6420], [2.4961, 0.3428, -0.6604], [-0.0218, -1.6991, -0.4815], [1.4501, -1.5266, 1.3240], [0.3905, 1.4169, -0.8639], [2.7710, -0.4953, -0.1480], [3.1486, 0.8618, -1.2399], [-0.9381, -1.3463, -0.7587], [0.2121, -2.6704, -0.6303], [1.6230, -0.9121, 2.1158]],
  "mulliken_charge": [-0.646, -0.569, 0.579, 0.257, 0.231, 0.248, 0.563, 0.019, -0.310, -0.356, -1.022, -0.309, 0.290, 0.254, 0.316, 0.236, 0.218]
}

{
  "formula": "C3H9N3O2",
  "method": "ωB97M-V with the def2-TZVPD basis set",
  "orbital_gap_ev": [7.2664, 7.2601],
  "spin_multiplicity": 1,
  "lumo_energy_ev": [0.07, 0.06],
  "homo_energy_ev": [-7.200, -7.197],
  "species": ["C", "C", "C", "N", "N", "N", "O", "O", "H", "H", "H", "H", "H", "H", "H", "H", "H"],
  "coordinates": [[-0.7102, 1.4736, -0.5140], [0.0863, -1.6018, -0.7289], [-0.2718, 0.4838, 0.5437], [1.1853, -1.3632, -1.4544], [-1.1797, 0.1559, 1.5296], [1.0113, 0.2950, 0.9464], [1.8802, 0.5521, 0.0641], [1.2930, -0.2271, 2.0399], [0.2170, 2.0160, -0.8090], [-1.1935, 0.8940, -1.3476], [-1.4621, 2.0309, 0.0193], [-0.8945, -1.5035, -1.2186], [-0.0326, -2.0037, 0.2917], [0.7773, -0.9978, -2.3254], [2.0287, -0.9116, -1.0710], [-2.0665, 0.6561, 1.6640], [-0.6682, 0.0513, 2.3702]],
  "mulliken_charge": [-1.045, -0.579, 0.421, -0.313, -0.483, 0.839, -0.755, -0.766, 0.303, 0.172, 0.429, 0.291, 0.407, 0.295, 0.318, 0.228, 0.237]
}

The records above yield F_max values of 4.817, 5.165, 3.943, 1.931, 1.373, 3.806, 1.681, 2.876, 3.670, 1.849, 0.803, 2.598 eV Å⁻¹, respectively.
The records above yield relative energy (zero: lowest compared OMol25 entry of this formula, charge and spin) values of 83.62, 107.65, 51.68, 38.22, 7.09, 94.89, 52.13, 30.40, 107.43, 18.62, 143.72, 158.47 kcal per mole, respectively.
The records above yield M values of 201.2, 105.2, 87.1, 87.1, 87.1, 87.1, 87.1, 103.1, 103.1, 103.1, 119.1, 119.1 g/mol, respectively.